[1]
{"formula": "C31H25AsBiF6N5O5", "method": "ωB97M-V/def2-TZVPD", "species": ["Bi", "As", "F", "F", "F", "F", "F", "F", "O", "O", "O", "O", "O", "N", "N", "N", "N", "N", "C", "C", "C", "C", "C", "C", "C", "C", "C", "C", "C", "C", "C", "C", "C", "C", "C", "C", "C", "C", "C", "C", "C", "C", "C", "C", "C", "C", "C", "C", "C", "H", "H", "H", "H", "H", "H", "H", "H", "H", "H", "H", "H", "H", "H", "H", "H", "H", "H", "H", "H", "H", "H", "H", "H", "H"], "positions_angstrom": [[0.12, -0.32, -0.01], [-0.06, 4.65, 0.73], [-1.74, 4.55, 1.24], [0.01, 2.87, 0.75], [-0.50, 4.61, -0.95], [-0.12, 6.41, 0.73], [0.44, 4.67, 2.42], [1.65, 4.67, 0.27], [-1.20, 1.23, -1.39], [-3.11, 2.38, -1.52], [-0.66, -2.09, 1.48], [-1.93, -2.48, 3.26], [-5.02, 1.67, 3.17], [2.10, -1.58, 0.32], [1.62, 0.65, -1.55], [1.09, 0.39, 2.00], [-2.09, 0.09, 0.88], [-0.08, -1.51, -1.95], [6.66, -1.97, -1.89], [2.61, -1.40, 1.49], [4.59, 4.04, -3.21], [-1.58, -1.82, 2.30], [1.54, 0.81, 4.14], [-3.70, 1.74, 1.21], [2.89, 2.72, -2.14], [2.61, -2.60, -0.57], [-2.36, -0.52, 2.02], [-2.30, 1.68, -0.96], [0.53, -0.85, -2.99], [2.28, 4.41, -3.74], [-0.71, -2.51, -3.85], [4.23, 3.04, -2.33], [-2.70, 1.17, 0.46], [-4.03, 1.13, 2.43], [2.11, -0.44, 2.38], [1.37, 0.26, -2.75], [3.62, 4.72, -3.93], [5.62, -1.22, -2.42], [-0.83, -2.48, -2.46], [5.09, -3.11, -0.47], [4.04, -2.37, -1.01], [0.15, -1.47, -4.19], [4.33, -1.42, -1.98], [-3.36, -0.02, 2.83], [2.47, 1.71, -1.11], [6.39, -2.91, -0.91], [0.73, 1.13, 3.04], [2.41, -0.18, 3.73], [1.92, 3.42, -2.85], [0.48, -1.19, -5.17], [2.54, -3.58, -0.08], [3.35, 1.25, -0.65], [1.52, 4.96, -4.27], [-4.20, 2.63, 0.87], [-3.59, -0.53, 3.75], [5.82, -0.48, -3.18], [7.20, -3.50, -0.50], [3.90, 5.51, -4.62], [1.81, 0.75, -3.61], [-0.05, 1.86, 2.98], [3.46, -2.01, 1.82], [4.99, 2.52, -1.76], [-1.20, -3.19, -4.51], [0.87, 3.19, -2.68], [1.93, 2.24, -0.32], [5.63, 4.30, -3.34], [3.14, -0.70, 4.33], [-5.14, 1.17, 3.98], [3.52, -0.83, -2.39], [7.66, -1.83, -2.25], [-1.41, -3.12, -1.82], [1.96, -2.60, -1.44], [1.48, 1.26, 5.12], [4.90, -3.85, 0.29]], "mulliken_spin": [-0.004, 0.001, 0.000, -0.002, 0.000, 0.000, 0.001, 0.000, 0.005, 0.000, 0.004, 0.002, 0.000, 0.270, -0.010, -0.023, 0.005, 0.019, 0.000, 0.046, 0.000, 0.012, 0.200, 0.001, -0.001, -0.039, -0.007, 0.002, -0.002, 0.000, 0.000, 0.000, -0.003, 0.000, 0.231, 0.009, 0.000, 0.000, 0.004, 0.003, 0.016, 0.003, 0.001, -0.004, 0.002, 0.002, 0.185, -0.027, 0.000, 0.000, 0.025, 0.002, 0.000, 0.000, -0.001, 0.000, 0.000, 0.000, -0.001, 0.051, 0.022, 0.000, 0.000, 0.000, -0.001, 0.000, -0.001, 0.000, -0.001, 0.000, 0.000, 0.001, 0.001, 0.000], "lumo_energy_ev": [1.3013, -1.4953], "charge": -1, "spin_multiplicity": 2, "orbital_gap_ev": [6.666, 3.764], "largest_force_ev_per_a": 3.31}



[2]
{"formula": "C31H25BCl6N9O6Ti", "method": "ωB97M-V/def2-TZVPD", "species": ["Ti", "Cl", "Cl", "Cl", "Cl", "Cl", "Cl", "O", "O", "O", "O", "O", "O", "N", "N", "N", "N", "N", "N", "N", "N", "N", "C", "C", "C", "C", "C", "C", "C", "C", "C", "C", "C", "C", "C", "C", "C", "C", "C", "C", "C", "C", "C", "C", "C", "C", "C", "C", "C", "C", "C", "C", "C", "B", "H", "H", "H", "H", "H", "H", "H", "H", "H", "H", "H", "H", "H", "H", "H", "H", "H", "H", "H", "H", "H", "H", "H", "H", "H"], "positions_angstrom": [[0.18, 0.45, -0.21], [3.68, -2.70, -2.61], [0.92, -0.40, -6.75], [2.88, -0.08, -1.04], [3.04, -2.36, -5.74], [-5.39, 0.62, -1.94], [-1.19, 0.87, -4.81], [2.43, 3.29, -1.23], [4.77, 4.53, 3.74], [-1.69, 0.64, -0.86], [5.75, 2.51, 4.05], [-3.46, -0.23, 0.23], [0.48, 2.38, -0.52], [1.50, 1.44, 1.64], [-0.93, -0.75, 2.63], [1.00, -2.08, 1.66], [-1.37, -2.61, -0.03], [-0.81, 0.36, 1.85], [-1.43, -2.81, 1.30], [1.05, -1.41, 0.51], [-0.31, -3.04, 3.55], [0.24, -2.52, 4.68], [2.36, -1.00, 0.37], [3.71, 2.63, 2.89], [-0.01, -4.75, 4.91], [4.28, 0.46, -1.19], [4.87, 3.30, 3.63], [-3.35, -3.54, 0.48], [1.69, 0.06, -2.26], [-1.46, 1.34, 2.45], [1.79, 1.17, 2.91], [0.42, -3.54, 5.51], [-2.95, 0.46, -0.63], [-2.77, -2.93, -2.00], [2.21, -2.16, 2.23], [1.78, 2.67, -0.43], [-2.02, 0.89, 3.65], [1.03, -3.33, 6.85], [2.60, -1.40, -3.25], [3.40, 2.91, 1.56], [2.28, -1.31, -4.55], [2.87, 1.74, 3.57], [-1.48, 2.74, 1.91], [-1.67, -0.44, 3.71], [1.16, -0.47, -5.04], [0.31, 0.18, -4.21], [-0.45, -4.38, 3.66], [-3.77, 1.32, -1.59], [-2.51, -3.04, -0.53], [-2.63, -3.36, 1.64], [2.30, 2.30, 0.99], [3.11, -1.50, 1.43], [0.58, 0.23, -2.83], [-0.43, -2.19, 2.28], [3.07, 1.50, 4.60], [4.17, -1.37, 1.55], [5.28, 0.80, -1.34], [-2.62, 1.45, 4.35], [0.01, -5.74, 5.33], [-2.42, 3.22, 2.18], [-0.84, -4.96, 2.85], [-1.89, -1.18, 4.46], [2.12, -3.38, 6.79], [-4.34, -3.94, 0.39], [-0.66, 3.32, 2.34], [3.20, -1.29, -1.61], [-2.88, -3.56, 2.66], [1.14, 0.46, 3.42], [-3.72, -2.43, -2.19], [-3.25, 1.44, -2.53], [3.99, 3.60, 0.97], [0.77, -2.35, 7.24], [0.70, -4.10, 7.56], [-3.94, 2.29, -1.13], [-1.36, 2.75, 0.83], [-1.97, -2.35, -2.47], [-2.81, -3.92, -2.48], [2.30, 1.08, -0.46], [2.35, -2.68, 3.17]], "mulliken_spin": [0.849, 0.006, 0.002, 0.000, 0.000, 0.000, 0.000, 0.002, 0.000, 0.027, 0.000, 0.008, -0.009, -0.013, -0.007, -0.017, 0.003, -0.016, 0.002, 0.029, 0.001, 0.000, 0.021, 0.002, 0.000, 0.037, -0.002, 0.001, -0.086, 0.019, 0.006, 0.000, 0.001, 0.000, 0.002, 0.006, -0.002, 0.000, 0.023, 0.008, -0.002, 0.001, 0.007, 0.003, 0.016, 0.004, 0.000, -0.001, 0.000, -0.001, 0.022, -0.011, 0.053, 0.007, 0.000, -0.001, 0.002, 0.000, 0.000, 0.001, 0.000, 0.000, 0.000, 0.000, 0.001, 0.015, 0.000, -0.002, 0.000, 0.000, 0.000, 0.000, 0.000, 0.000, 0.000, 0.000, 0.000, -0.013, 0.000], "lumo_energy_ev": [3.8433, 3.8251], "charge": -2, "relative_energy_kcal_mol": 501.9, "spin_multiplicity": 2, "orbital_gap_ev": [6.207, 6.251], "largest_force_ev_per_a": 7.44}



[3]
{"formula": "C31H25BrF4N2OPS4V", "method": "ωB97M-V/def2-TZVPD", "species": ["Br", "V", "S", "S", "S", "S", "P", "F", "F", "F", "F", "O", "N", "N", "C", "C", "C", "C", "C", "C", "C", "C", "C", "C", "C", "C", "C", "C", "C", "C", "C", "C", "C", "C", "C", "C", "C", "C", "C", "C", "C", "C", "C", "C", "C", "H", "H", "H", "H", "H", "H", "H", "H", "H", "H", "H", "H", "H", "H", "H", "H", "H", "H", "H", "H", "H", "H", "H", "H", "H"], "positions_angstrom": [[-1.21, -3.66, 0.71], [0.01, -0.86, -1.21], [-0.34, -2.51, -2.64], [1.97, -0.84, -2.56], [1.72, -2.84, -4.79], [-1.60, -0.28, 0.53], [1.57, -1.52, 0.58], [-1.30, -4.91, 3.36], [0.34, -4.70, 5.45], [3.01, -1.67, 3.17], [2.49, -3.08, 5.34], [-0.62, 0.54, -1.96], [-2.37, 1.79, -1.19], [-2.68, 2.08, 1.04], [-2.26, 2.58, -6.17], [1.61, 2.00, 2.68], [1.92, -2.44, 3.16], [2.86, 2.34, 0.66], [3.10, -2.35, 0.12], [1.40, 0.68, 2.34], [-1.85, 1.80, -3.55], [-3.36, 3.36, 0.70], [5.49, -2.56, -0.02], [-1.66, 1.39, -2.16], [2.96, -3.56, -0.56], [4.08, -4.27, -0.96], [0.57, -3.99, 4.36], [-2.73, 2.85, -3.83], [1.20, -2.12, -3.46], [4.37, -1.85, 0.39], [1.08, -2.49, 2.05], [-2.61, 1.74, 2.48], [2.65, 1.01, 0.31], [-1.17, 1.14, -4.57], [1.93, 0.17, 1.15], [-2.20, 1.30, 0.09], [-4.78, 3.16, 0.18], [-0.03, -3.35, 2.13], [-1.38, 1.53, -5.89], [1.67, -3.17, 4.30], [5.35, -3.76, -0.69], [-3.82, 0.96, 2.95], [-2.93, 3.24, -5.14], [-0.27, -4.09, 3.27], [2.34, 2.84, 1.84], [3.43, 2.99, 0.00], [-2.75, 3.90, -0.02], [-2.41, 2.89, -7.19], [-2.52, 2.68, 3.01], [-5.41, 2.68, 0.92], [-5.21, 4.14, -0.05], [-0.49, 0.34, -4.35], [1.21, 2.39, 3.61], [3.07, 0.64, -0.62], [-3.71, 0.74, 4.01], [-4.74, 1.53, 2.82], [-3.92, 0.01, 2.41], [-1.69, 1.18, 2.64], [2.52, 3.87, 2.12], [6.23, -4.31, -1.01], [3.97, -5.21, -1.48], [4.49, -0.92, 0.93], [-3.37, 3.94, 1.62], [6.48, -2.17, 0.20], [-3.60, 4.05, -5.37], [-4.78, 2.56, -0.73], [-0.87, 1.03, -6.69], [-3.24, 3.35, -3.02], [1.97, -3.95, -0.79], [0.82, 0.04, 2.99]], "mulliken_spin": [0.004, 1.216, -0.106, -0.065, -0.019, -0.008, -0.068, 0.000, 0.000, 0.001, 0.000, 0.028, -0.003, 0.016, 0.001, 0.001, 0.001, -0.006, -0.010, 0.014, -0.007, -0.001, 0.000, -0.010, 0.004, 0.001, 0.000, 0.000, 0.038, -0.003, -0.011, -0.002, 0.019, 0.001, -0.031, -0.001, 0.001, 0.001, 0.000, -0.001, -0.001, 0.002, -0.001, 0.000, 0.000, 0.000, 0.000, 0.000, 0.000, 0.000, 0.000, 0.001, 0.000, -0.001, 0.000, 0.000, 0.000, 0.002, 0.000, 0.000, 0.000, 0.000, 0.000, 0.000, 0.000, 0.000, 0.000, 0.000, 0.002, 0.001], "lumo_energy_ev": [-4.3343, -3.8080], "charge": 1, "relative_energy_kcal_mol": 17.2, "spin_multiplicity": 2, "orbital_gap_ev": [6.643, 7.181], "largest_force_ev_per_a": 2.74}



[4]
{"formula": "C31H25Cl2F4N4O5STi", "method": "ωB97M-V/def2-TZVPD", "species": ["Ti", "Cl", "Cl", "S", "F", "F", "F", "F", "O", "O", "O", "O", "O", "N", "N", "N", "N", "C", "C", "C", "C", "C", "C", "C", "C", "C", "C", "C", "C", "C", "C", "C", "C", "C", "C", "C", "C", "C", "C", "C", "C", "C", "C", "C", "C", "C", "C", "C", "H", "H", "H", "H", "H", "H", "H", "H", "H", "H", "H", "H", "H", "H", "H", "H", "H", "H", "H", "H", "H", "H", "H", "H", "H"], "positions_angstrom": [[-0.87, 0.78, -0.35], [0.87, -1.54, 0.13], [4.77, 0.78, 3.00], [-0.59, -1.51, -3.10], [3.99, 1.80, -1.60], [0.15, 5.45, -0.27], [2.71, 6.15, -0.42], [1.29, 0.99, -1.44], [-1.47, -1.15, -4.17], [0.44, 1.07, 1.05], [0.81, -1.35, -3.27], [-1.92, -0.90, 0.26], [-1.65, 1.34, 1.44], [-1.08, -0.62, -1.76], [-2.76, 1.46, -1.29], [2.12, -0.45, 2.66], [-0.58, 2.63, -0.76], [-3.92, 0.60, -1.04], [0.93, -2.54, 3.04], [-1.23, -5.43, -2.04], [5.10, -0.20, 0.52], [0.97, -1.15, 3.04], [-0.20, 1.08, 3.37], [-1.96, -3.90, -0.31], [-1.59, -1.42, -0.83], [-2.61, 1.67, -2.74], [-1.32, -2.51, 3.91], [3.39, -1.29, -0.74], [2.39, 4.88, -0.67], [-0.21, -3.21, 3.47], [-3.00, 2.76, -0.64], [4.69, -0.83, -0.65], [-1.29, -1.13, 3.89], [-0.48, 1.22, 1.90], [-0.85, -4.37, -2.87], [3.04, 2.67, -1.25], [1.05, 4.50, -0.60], [2.55, -1.17, 0.36], [1.71, 2.28, -1.18], [-0.16, -0.44, 3.48], [3.39, 3.98, -0.99], [-1.59, -2.85, -1.15], [-1.03, -3.10, -2.40], [2.95, -0.62, 1.58], [-1.70, 3.56, -0.62], [-1.77, -5.19, -0.78], [4.25, -0.10, 1.60], [0.67, 3.16, -0.83], [-1.67, 4.30, -1.44], [-4.84, 1.12, -1.35], [6.09, 0.23, 0.57], [-2.16, -0.57, 4.20], [3.00, -1.69, -1.66], [5.35, -0.91, -1.49], [0.75, 1.54, 3.63], [-0.40, -4.55, -3.83], [-3.79, 3.32, -1.16], [-3.34, 2.56, 0.38], [4.42, 4.30, -1.05], [-1.71, 2.25, -2.95], [-1.10, -6.44, -2.38], [-1.63, 4.11, 0.33], [-2.03, -6.03, -0.15], [-1.01, 1.49, 3.97], [-3.98, 0.37, 0.02], [-2.33, -3.70, 0.68], [-3.84, -0.32, -1.61], [1.79, -3.10, 2.70], [-0.22, -4.29, 3.47], [-2.19, -3.03, 4.26], [2.48, 0.22, 3.33], [-3.49, 2.21, -3.12], [-2.54, 0.72, -3.28]], "lowdin_charge": [1.191, 0.998, 0.740, 0.700, 0.119, 0.090, 0.121, 0.031, -0.254, -0.080, -0.254, -0.043, -0.008, -0.164, -0.330, 0.067, -0.096, -0.048, -0.036, -0.026, -0.101, -0.239, 0.011, 0.027, -0.625, -0.040, -0.070, -0.090, -0.198, -0.070, -0.164, -0.082, -0.022, -0.531, -0.005, -0.193, -0.111, -0.481, -0.095, -0.156, 0.099, -0.167, -0.186, -0.281, -0.153, -0.031, -0.571, -0.145, 0.139, 0.114, 0.114, 0.122, 0.106, 0.115, 0.134, 0.131, 0.140, 0.123, 0.145, 0.103, 0.120, 0.137, 0.118, 0.140, 0.103, 0.128, 0.102, 0.122, 0.109, 0.108, 0.094, 0.113, 0.072], "lumo_energy_ev": -3.7695, "charge": 1, "relative_energy_kcal_mol": 0.0, "orbital_gap_ev": 6.676, "largest_force_ev_per_a": 1.91}